No. 1
Here is C5H5N3 in the gas phase in a non-equilibrium geometry from the Open Molecules 2025 dataset. Energies are from wB97M-V/def2-TZVPD.

Structure (XYZ):
```
13
Properties=species:S:1:pos:R:3
C -0.77960 -0.53735 3.34890
C -0.43981 -0.41254 2.21373
C 0.35667 -1.06731 -1.13060
C -0.11975 1.40873 -0.79654
C 0.46910 0.29843 -1.72392
N 0.06670 -1.23608 0.10897
N -0.12719 1.45360 0.44346
N 0.16840 -0.40593 1.08215
H -0.91015 -0.73682 4.36780
H 0.38146 -1.84409 -1.85738
H -0.42406 2.15803 -1.47330
H 1.47671 0.41772 -1.83564
H -0.11849 0.50360 -2.74763
```

The HOMO energy (alpha / beta) is -8.3 / -8.3 eV. The charge is 0. The calculation puts the HOMO-LUMO gap (alpha / beta) at 8.02 / 8.02 eV.

=====

No. 2
Here is a molecular structure, C11H13BrO3STi in a non-equilibrium geometry from the Open Molecules 2025 dataset. Energies are from wB97M-V/def2-TZVPD.

Structure (XYZ):
```
30
Properties=species:S:1:pos:R:3
C 2.37371 0.41423 -0.07814
C 2.15796 1.81674 -0.20785
C 1.86372 2.34259 1.09091
H 2.19810 2.38864 -1.13740
C 1.88111 1.25483 2.02203
C 2.18251 0.06534 1.29614
H 2.25485 -0.94031 1.71665
H 2.64913 -0.26796 -0.88510
H 1.63231 3.38489 1.32942
H 1.65450 1.32795 3.08951
Ti 0.22989 0.92167 0.46758
Br -0.48390 -0.63957 -1.09871
C -2.03576 -4.12693 -0.99283
C -1.09627 -4.73661 -0.11936
C 0.11566 -4.92163 -0.83806
H -1.27580 -5.01968 0.92482
C -0.07567 -4.42697 -2.15599
C -1.40500 -3.93463 -2.25142
H -1.86592 -3.49315 -3.14267
H -3.06852 -3.85733 -0.74257
H 1.03555 -5.37258 -0.44610
H 0.66980 -4.42914 -2.96040
C -1.43995 5.03532 0.78061
S -1.50403 3.12498 0.52189
O -1.31837 2.50203 1.81540
O -2.71656 2.79570 -0.14791
O -0.25728 2.59156 -0.35721
H -0.86300 5.28119 1.68152
H -2.48138 5.38023 0.91586
H -1.01140 5.53859 -0.09066
```

As for the expectation value of S²: 0.75. The HOMO energy (alpha / beta) is -2.3 / -2.3 eV. The charge is -1. The calculation puts the HOMO-LUMO gap (alpha / beta) at 4.23 / 4.21 eV. The multiplicity is 2.

=====

No. 3
Here is 2 unconnected molecules or ions with the total composition C3H6N3 in a non-equilibrium geometry from the Open Molecules 2025 dataset. Energies are from wB97M-V/def2-TZVPD.

Structure (XYZ):
```
12
Properties=species:S:1:pos:R:3
C -1.96371 -1.43925 1.67078
C -0.91045 -0.96244 -0.36972
C 1.13406 0.18848 -1.24792
N 1.54694 2.26345 -0.22829
N 1.69961 1.29063 -0.92517
N 0.12268 -0.17788 -0.33277
H -3.04371 -1.21496 1.61999
H -1.08324 -1.04203 2.33161
H -1.41125 -1.32341 -1.24843
H 1.19894 -0.30581 -2.20993
H 2.40749 2.55259 0.28105
H 0.30264 0.17064 0.65881
```

The HOMO energy (alpha / beta) is -14.1 / -12.9 eV. The charge is +1. The calculation puts the HOMO-LUMO gap (alpha / beta) at 8.55 / 7.18 eV.

=====

No. 4
Here is 34 unconnected molecules or ions with the total composition C11H76B3Cl2F13O36 in a non-equilibrium geometry from the Open Molecules 2025 dataset. Energies are from wB97M-V/def2-TZVPD.

Structure (XYZ):
```
141
Properties=species:S:1:pos:R:3
C -1.58488 2.28103 2.05017
C -2.34414 1.43679 3.24855
Cl -3.65619 2.50856 4.08681
C -2.93026 -0.01368 2.75141
Cl -1.62655 -1.31843 2.55593
B -3.82412 0.06951 1.34597
O -5.08493 0.84134 1.36767
B -5.26838 1.53496 0.07558
O -4.34718 1.50379 -1.07749
B -3.27972 0.49154 -0.91384
C -1.92867 0.68983 -1.87009
C -1.37862 -0.74215 -2.50570
C 0.05638 -0.53597 -3.34084
F -0.06159 -1.45618 -4.52329
F 0.10097 0.89966 -3.70084
C 1.26968 -0.99918 -2.29454
F 1.03629 -2.47785 -2.08559
F 0.96102 -0.35706 -1.00396
C 2.77359 -0.80050 -2.87642
F 3.38471 -2.18345 -2.93898
F 2.66766 -0.38952 -4.32146
C 3.80727 0.09518 -1.99473
F 5.19115 -0.26510 -2.48827
F 3.84540 -0.30917 -0.53842
C 3.60357 1.70746 -2.01792
F 4.70211 2.28270 -1.15239
F 2.33549 2.20004 -1.39336
C 3.73540 2.45294 -3.46169
F 4.11542 3.88475 -3.16166
F 2.47437 2.54192 -4.24874
F 4.78401 1.94109 -4.36768
O -3.42233 -0.60942 0.09708
H -0.86539 3.11873 2.48739
H -2.32865 2.82749 1.32788
H -0.87920 1.51864 1.47606
H -1.51348 1.20924 4.07481
H -3.69592 -0.41087 3.57513
H -6.26990 2.16909 -0.06284
H -2.24557 1.41923 -2.75900
H -1.08239 1.17427 -1.19019
H -2.19607 -1.13600 -3.27296
H -1.29474 -1.52165 -1.63750
O -5.37483 1.32961 -3.68794
H -5.11705 1.25125 -2.75715
H -5.99788 0.59951 -3.82051
O -0.57603 5.23073 3.01032
H -0.95808 5.86786 3.63248
H -0.21225 5.78380 2.30281
O -6.39429 3.33269 -5.76548
H -7.00058 3.46743 -5.02168
H -5.79775 2.63403 -5.45757
O 2.96914 -3.84438 -0.57250
H 2.56566 -3.20711 -1.18084
H 3.80371 -4.08290 -1.00309
O -6.46048 4.59257 0.12873
H -6.84253 5.22970 0.75089
H -6.09670 5.14564 -0.57878
O -7.35426 6.64574 2.16116
H -6.59453 6.71496 2.75865
H -7.86477 7.45015 2.33753
O -6.05593 1.97766 5.94592
H -6.76423 1.77437 5.31667
H -6.52641 2.22455 6.75616
O -8.32600 5.10576 -5.75555
H -8.72948 5.74303 -6.36389
H -7.49143 4.86724 -6.18614
O 4.53532 -0.63005 2.55771
H 4.50068 -0.83237 1.61069
H 5.32228 -0.07228 2.64925
O 7.45561 0.35776 2.00831
H 7.60375 0.61506 1.08591
H 8.34018 0.38183 2.40296
O -0.47510 -5.10918 -2.99921
H -0.50973 -5.31150 -3.94623
H 0.31187 -4.55141 -2.90768
O -4.82603 -1.85602 4.56755
H -5.49964 -2.44136 4.18992
H -5.25036 -1.49027 5.35810
O 4.01943 -6.95936 -0.69066
H 4.77916 -6.89014 -0.09317
H 3.50892 -6.15495 -0.51428
O -2.24956 -3.92528 5.08600
H -3.08242 -3.46578 4.90115
H -2.42812 -4.84374 4.83434
O 0.95678 4.95522 -3.36554
H 1.91175 4.79096 -3.36091
H 0.59692 4.25989 -2.79473
O 0.25356 1.67240 -6.43686
H 1.01329 1.74161 -5.83937
H -0.25695 2.47681 -6.26048
O -9.10219 4.28872 -2.60751
H -9.95824 3.86110 -2.76017
H -8.83196 4.59212 -3.48713
O 5.23662 -6.60982 2.04488
H 5.99089 -6.99590 2.51499
H 4.72765 -6.16866 2.74138
O -5.06580 7.00119 4.28591
H -4.31153 6.61512 4.75602
H -5.57478 7.44236 4.98241
O 5.76890 4.72287 0.29004
H 5.34286 3.95930 -0.12761
H 5.25200 5.47993 -0.02375
O -11.01333 2.11492 -2.18905
H -10.75555 2.03656 -1.25825
H -11.63638 1.38483 -2.32161
O 8.88719 -0.44182 4.31936
H 9.14497 -0.52017 5.25015
H 8.26414 -1.17191 4.18679
O 7.04619 -2.20620 -1.21369
H 6.62015 -2.96976 -1.63135
H 6.52929 -1.44913 -1.52748
O 4.63935 -9.89145 1.38877
H 5.11117 -10.06370 0.56010
H 4.76797 -8.94286 1.53851
O 10.17678 0.10161 7.02700
H 9.79473 0.73874 7.64916
H 10.54057 0.65468 6.31949
O 11.49754 2.40869 7.67340
H 10.89126 2.54344 8.41720
H 12.09409 1.71003 7.98131
O 6.74073 -11.01172 -0.22036
H 7.69571 -11.17597 -0.21573
H 6.38088 -11.70705 0.35045
O -4.21128 -3.63860 -0.58658
H -3.73945 -3.81085 -1.41524
H -4.08265 -2.69000 -0.43683
O 5.25794 3.11195 2.86554
H 5.40607 3.36925 1.94314
H 6.14251 3.13602 3.26019
O -1.88421 -7.36914 -4.20768
H -1.12994 -7.75521 -3.73757
H -2.39319 -6.92797 -3.51118
O -6.75677 -1.45100 -3.82865
H -6.41819 -2.16229 -4.39292
H -7.51756 -1.84986 -3.38044
O 1.38418 -8.51093 -0.64726
H 1.34954 -8.71326 -1.59428
H 2.17114 -7.95317 -0.55573
O 2.47567 4.25941 1.24887
H 2.62381 4.51671 0.32647
H 3.36025 4.28348 1.64352
```

The HOMO energy is -10.0 eV. The charge is 0. The calculation puts the HOMO-LUMO gap at 8.01 eV.

=====

No. 5
Here is a molecular structure, C26H39AsIrN4O3PS2 in a non-equilibrium geometry from the Open Molecules 2025 dataset. Energies are from wB97M-V/def2-TZVPD.

Structure (XYZ):
```
77
Properties=species:S:1:pos:R:3
Ir 0.30784 -0.64883 -0.14389
N 1.70728 1.81875 7.81718
C 1.50741 1.05785 6.72698
C 2.37854 0.05859 6.31060
C 2.13443 -0.73904 5.24388
C 1.03389 -0.46755 4.42241
C 0.12833 0.51278 4.86403
C 0.32603 1.28186 5.98555
S 0.75132 -1.47003 3.00475
O 2.01383 -1.35077 2.27006
O 0.43838 -2.71301 3.62431
N -0.32076 -0.79261 2.00961
C -1.63406 -1.32901 2.01797
N -2.26575 -1.67493 3.15244
C -3.53758 -2.03872 3.02750
C -4.13587 -2.14540 1.78506
C -3.36121 -1.93187 0.64050
N -2.07531 -1.48869 0.80092
H 2.58566 1.87419 8.36141
H 1.06887 2.58189 8.00491
H 3.28476 -0.09995 6.80042
H 2.91555 -1.47258 4.95682
H -0.71440 0.70255 4.20280
H -0.38420 2.07446 6.21708
H -4.08249 -2.28136 4.00857
H -5.15636 -2.51809 1.72199
H -3.78598 -2.00716 -0.32404
O 2.30715 0.38337 -0.88714
S 2.47896 1.80395 -0.35855
C 4.03281 1.98098 0.71121
C 4.72630 3.22477 0.21947
C 4.68839 3.20759 -1.29980
C 3.24670 2.93679 -1.59842
H 4.63774 1.09850 0.52380
H 3.75168 2.14426 1.75241
H 5.78020 3.05924 0.65759
H 4.34125 4.17899 0.64085
H 5.25640 2.35865 -1.63158
H 5.10992 4.09870 -1.77877
H 3.13128 2.45611 -2.53211
H 2.64076 3.83933 -1.48070
C -0.45207 1.56173 -3.14176
As -1.20783 0.79641 -1.49734
C -1.94228 2.33985 -0.72800
C -2.69953 -0.30698 -2.08004
C -3.23411 -0.09647 -3.49874
C -2.90276 -0.89932 -4.58807
C -3.50993 -0.69328 -5.80889
C -4.45144 0.32925 -5.94415
C -4.81255 1.08404 -4.85612
C -4.19565 0.89177 -3.60249
H -1.27306 1.52430 -3.90848
H 0.39419 1.00227 -3.48618
H -0.28176 2.59833 -3.01430
H -2.65044 2.75454 -1.46627
H -1.08404 2.99805 -0.58459
H -2.49647 2.12913 0.18699
H -3.53162 -0.16963 -1.34787
H -2.38979 -1.32433 -1.97978
H -2.25554 -1.74746 -4.50850
H -3.33009 -1.23820 -6.77209
H -4.93205 0.38824 -6.90395
H -5.61537 1.83929 -4.96555
H -4.56669 1.54603 -2.80878
C 1.35324 -1.99582 -3.07843
P 0.94376 -2.50128 -1.36809
C -0.15595 -3.92793 -1.50766
C 2.50731 -2.97310 -0.73266
H 1.87898 -2.81779 -3.54931
H 1.98999 -1.07957 -3.01784
H 0.47677 -1.78985 -3.60757
H 0.26992 -4.76943 -2.02026
H -1.10524 -3.63241 -1.98687
H -0.51964 -4.24358 -0.48631
H 2.98490 -3.70412 -1.40262
H 2.42719 -3.32098 0.30931
H 3.11193 -2.11621 -0.69483
```

As for the expectation value of S²: 6.04. The HOMO energy (alpha / beta) is -12.2 / -13.1 eV. The charge is +2. The calculation puts the HOMO-LUMO gap (alpha / beta) at 7.37 / 4.56 eV. The multiplicity is 5.